Molecular formula: C5H9NO
Method: DFT, the ωB97M-V functional and the def2-TZVPD basis

Last column: natural (NBO) charge in e.
CARTESIAN COORDINATES (ANGSTROEM)
C1 1.495 -0.624 -0.275  -0.45
C2 0.520 0.215 -0.626  0.19
C3 0.596 1.701 -0.460  -0.66
N1 -0.764 -0.284 -1.061  -0.64
C4 -1.518 -0.658 0.158  -0.32
C5 -0.605 -0.625 1.388  0.43
O1 -0.600 0.265 2.205  -0.53
H1 2.381 -0.288 0.252  0.21
H2 1.390 -1.697 -0.422  0.19
H3 0.642 2.170 -1.449  0.23
H4 1.482 1.991 0.112  0.22
H5 -0.291 2.096 0.050  0.23
H6 -0.635 -1.091 -1.660  0.37
H7 -2.349 0.029 0.337  0.21
H8 -1.922 -1.674 0.065  0.21
H9 0.076 -1.492 1.472  0.11

Computed properties:
charge	0
E	-325.84907	Eh
lowest unoccupied orbital energy	0.90	eV
ΔE to the lowest compared entry with this formula, charge and spin	2.408	eV
HOMO-LUMO gap	0.36369	Ha
spin multiplicity	1
SMILES string	C=C(C)NCC=O